(1)
Below is an isolated molecule of C6H10N2, with properties calculated with ωB97M-V/def2-TZVPD.

Structure (ORCA input):
```
! RIJCOSX wB97M-V def2-TZVPD def2/J DEFGRID3
* xyz 0 1
C 2.105 0.255 -0.612
C 0.796 0.024 0.015
C -0.269 1.077 0.127
C -1.778 0.761 0.134
C -2.026 -0.541 -0.432
N -1.186 -1.424 -0.583
N 0.251 -1.385 -0.378
C 0.680 -1.113 0.984
H 1.965 0.897 -1.552
H 2.797 0.732 0.049
H 2.623 -0.783 -1.172
H -0.013 1.669 -0.761
H 0.167 1.603 1.069
H -1.996 0.581 1.146
H -2.463 1.482 -0.393
H -3.037 -0.821 -0.660
H -0.051 -1.144 1.850
H 1.436 -1.871 1.169
*
```

These are the Löwdin partial charges, in e, on atoms 1 to 2: atom 1 (C): -0.062, atom 2 (C): -0.481

***

(2)
Below is the ion CNO2S2 with charge -1, with properties calculated with ωB97M-V/def2-TZVPD.

Structure (ORCA input):
```
! RIJCOSX wB97M-V def2-TZVPD def2/J DEFGRID3
* xyz -1 1
N 0.883 -0.801 -1.522
C 0.410 -0.263 -0.633
S -0.432 0.539 0.707
O -1.766 -0.076 0.378
O 0.134 0.084 2.000
S 0.164 2.610 -0.302
*
```

These are the Löwdin partial charges, in e, on atoms 1 to 2: atom 1 (N): 0.079, atom 2 (C): -0.471

***

We obtain frontier orbital gap values of 0.3388; 0.2885 hartree for the records listed above, in that order.
We obtain energy above the lowest of the compared OMol25 structures with the same formula, charge and spin values of 402.27; 225.65 kJ/mol for the records listed above, in that order.